No. 1
80
Properties=species:S:1:pos:R:3:forces:R:3:mulliken_spin:R:1 method="wB97M-V/def2-TZVPD" spin_multiplicity=2 homo_energy_ev="-12.5989 / -12.5999" s_squared=0.7946 total_charge=+2 de_lowest_kcal_mol=0.8 lumo_energy_ev="-7.496 / -6.637"
V -0.4496 -1.2006 -1.1113 -0.2 -0.2 -0.3 1.2714
Se 1.8658 -2.0258 -0.9568 0.0 0.0 0.0 -0.0859
P 1.6325 -1.5439 1.1740 0.0 0.0 0.0 0.0234
Se -0.5821 -1.5218 1.2695 0.0 0.0 0.1 -0.0728
C 2.3102 0.0540 1.5939 0.0 0.0 0.0 -0.0055
C 2.6729 0.9724 0.6106 0.0 0.0 0.0 -0.0013
C 3.1353 2.2243 0.9843 0.0 0.0 0.0 -0.0012
C 3.2286 2.5546 2.3299 0.0 0.0 0.0 0.0002
C 2.8718 1.6354 3.3093 0.0 0.0 0.0 -0.0005
C 2.4133 0.3804 2.9474 0.0 0.0 0.0 0.0004
C 2.3220 -2.7940 2.2465 0.0 0.0 0.0 0.0092
C 1.5329 -3.5064 3.1455 0.0 0.0 0.0 -0.0017
C 2.1292 -4.4406 3.9808 0.0 0.0 0.0 -0.0011
C 3.4971 -4.6600 3.9107 0.0 0.0 0.0 0.0003
C 4.2825 -3.9479 3.0100 0.0 0.0 0.0 -0.0010
C 3.7005 -3.0099 2.1771 0.0 0.0 0.0 -0.0006
H 2.6136 0.7035 -0.4366 0.0 0.0 0.0 0.0013
H 3.4230 2.9417 0.2268 0.0 0.0 0.0 -0.0001
H 3.5879 3.5341 2.6177 0.0 0.0 0.0 0.0000
H 2.9571 1.8953 4.3556 0.0 0.0 0.0 0.0000
H 2.1449 -0.3389 3.7123 0.0 0.0 0.0 0.0002
H 0.4659 -3.3307 3.2070 0.0 0.0 0.0 0.0017
H 1.5258 -4.9904 4.6901 0.0 0.0 0.0 0.0000
H 3.9585 -5.3872 4.5652 0.0 0.0 0.0 0.0000
H 5.3489 -4.1211 2.9633 0.0 0.0 0.0 0.0000
H 4.3150 -2.4474 1.4829 0.0 0.0 0.0 -0.0002
Cl 1.5609 6.1698 -0.8661 0.0 0.0 0.0 0.0000
C 0.9183 5.5031 0.5915 0.0 0.0 0.0 0.0002
C 0.9561 6.2482 1.7586 0.0 0.0 0.0 0.0000
C 0.4578 5.7095 2.9347 0.0 0.0 0.0 0.0000
C -0.0826 4.4333 2.9477 0.0 0.0 0.0 0.0000
C -0.1271 3.7151 1.7669 0.0 0.0 0.0 0.0002
Cl -0.8142 2.1098 1.7805 0.0 0.0 0.0 -0.0003
C 0.3687 4.2203 0.5655 -0.1 0.0 0.0 0.0000
N 0.3481 3.4626 -0.6218 0.0 0.0 0.0 -0.0006
C -0.6017 3.7460 -1.6313 0.1 0.0 0.1 0.0002
C -1.5972 4.7077 -1.4650 0.0 0.0 0.0 -0.0002
C -2.5051 4.9661 -2.4800 0.0 0.0 0.0 -0.0002
C -2.4445 4.2656 -3.6784 0.0 0.0 0.0 0.0002
C -1.4579 3.3087 -3.8472 0.0 0.0 0.0 0.0001
C -0.5333 3.0502 -2.8427 0.0 0.0 0.0 0.0018
C 0.5276 1.9913 -3.0658 0.0 0.0 -0.1 -0.0049
C 0.0515 0.7130 -2.4864 0.1 0.0 0.0 0.0134
O -0.2598 -0.3246 -3.0864 0.0 0.0 0.1 -0.0158
O -0.0807 0.6189 -1.1675 0.1 0.2 0.0 -0.0866
H 1.3810 7.2418 1.7380 0.0 0.0 0.0 0.0000
H 0.4879 6.2899 3.8464 0.0 0.0 0.0 0.0000
H -0.4788 4.0018 3.8562 0.0 0.0 0.0 0.0000
H 0.4383 2.4756 -0.4285 0.0 0.0 0.0 0.0040
H -1.6575 5.2602 -0.5364 0.0 0.0 0.0 0.0000
H -3.2619 5.7252 -2.3323 0.0 0.0 0.0 0.0000
H -3.1433 4.4756 -4.4761 0.0 0.0 0.0 0.0000
H -1.3890 2.7621 -4.7804 0.0 0.0 0.0 0.0000
H 1.4555 2.2744 -2.5577 0.0 0.0 0.0 0.0014
H 0.7190 1.8409 -4.1256 0.0 0.0 0.0 -0.0009
N -2.8165 1.2189 -1.5581 0.0 0.0 0.0 0.0087
C -3.3786 0.0048 -1.3809 0.0 0.0 0.0 0.0162
C -4.7674 -0.1533 -1.5850 0.0 0.0 0.0 -0.0003
C -5.3608 -1.3548 -1.3395 0.0 0.0 0.0 0.0027
C -4.5771 -2.4250 -0.8758 0.0 0.0 0.0 0.0009
C -3.2384 -2.2268 -0.7531 0.0 0.0 0.0 0.0056
N -2.6058 -1.0497 -1.0368 0.0 -0.1 0.1 -0.0158
H -3.4176 1.9953 -1.7828 0.0 0.0 0.0 -0.0001
H -1.9714 1.4614 -1.0677 0.0 0.0 0.0 -0.0013
H -5.3417 0.7050 -1.9057 0.0 0.0 0.0 -0.0001
H -6.4270 -1.4735 -1.4781 0.0 0.0 0.0 0.0000
H -5.0102 -3.3828 -0.6310 0.0 0.0 0.0 0.0002
H -2.6016 -3.0339 -0.4184 0.0 0.0 0.0 0.0037
S -0.7585 -3.0036 -2.6787 0.0 0.0 0.1 -0.0804
C -0.5442 -4.5370 -1.9301 0.0 0.0 0.0 0.0206
N -0.3263 -4.8163 -0.6532 0.0 0.0 0.0 -0.0030
C -0.2078 -6.2606 -0.4098 0.0 0.0 0.0 -0.0002
C -0.3594 -6.8520 -1.8290 0.0 0.0 0.0 -0.0006
N -0.6204 -5.6556 -2.6378 0.0 0.0 0.0 -0.0021
H -0.1736 -4.1051 0.0438 0.0 0.0 0.0 -0.0026
H -0.9972 -6.5944 0.2609 0.0 0.0 0.0 0.0000
H 0.7573 -6.4942 0.0349 0.0 0.0 0.0 0.0000
H -1.1892 -7.5511 -1.8990 0.0 0.0 0.0 0.0002
H 0.5487 -7.3458 -2.1698 0.0 0.0 0.0 0.0000
H -0.7546 -5.6611 -3.6354 0.0 0.0 0.0 -0.0008

No. 2
78
Properties=species:S:1:pos:R:3:forces:R:3:lowdin_charge:R:1 method="wB97M-V/def2-TZVPD" homo_energy_ev=-8.0607 total_charge=+1 de_lowest_kcal_mol=24.8 lumo_energy_ev=-3.458
Y -1.9456 -0.2901 -0.0210 0.5 1.0 -0.6 0.9859
C 4.2561 -0.7711 4.1368 0.1 -0.2 -0.1 -0.0528
C 4.2036 -1.9271 3.1411 0.3 0.2 0.5 -0.1819
N 3.2759 -1.6331 2.0643 -0.5 -0.3 0.0 -0.0337
C 2.0058 -2.0676 2.1899 -0.1 0.1 -0.1 0.0412
C 0.9733 -1.7246 1.3749 -0.6 -0.1 -0.1 -0.0049
C -0.3945 -2.3493 1.7371 1.0 -0.5 0.6 -0.5769
O -0.4042 -3.1680 2.6355 0.1 0.0 0.0 0.0724
O -1.3971 -1.9445 1.0707 0.3 -1.1 0.7 -0.1482
C 1.1910 -0.8180 0.2877 -0.1 0.0 0.2 -0.2666
O 0.2903 -0.3123 -0.4257 1.0 -0.2 0.3 -0.0967
C 2.5955 -0.4615 0.0774 0.3 0.1 0.0 -0.0354
C 2.9585 0.3133 -1.0270 0.2 0.0 0.1 0.1047
C 4.2601 0.6910 -1.2349 -0.4 -0.1 0.0 -0.1777
F 4.5285 1.4214 -2.3438 0.0 -0.1 0.1 0.0609
C 5.2817 0.3459 -0.3356 -0.4 -0.1 0.3 -0.1334
C 4.9101 -0.3856 0.7858 0.1 0.0 -0.2 0.0526
C 3.6021 -0.8393 0.9934 0.0 0.4 -0.6 -0.1191
N 6.6210 0.7537 -0.4681 0.1 0.2 0.0 -0.1024
C 6.9994 1.6652 -1.5376 -0.2 0.1 -0.2 -0.1294
C 8.4392 2.1408 -1.2809 -0.2 0.0 -0.8 -0.0818
N 8.6817 2.0430 0.1792 0.1 0.5 0.3 0.0513
C 8.7795 0.6194 0.6035 -0.1 -0.9 0.1 -0.0740
C 7.7036 -0.1649 -0.1753 0.1 -0.1 0.0 -0.1212
H 4.9320 -1.0069 4.9539 0.1 0.0 0.1 0.0811
H 3.2652 -0.5985 4.5493 -0.1 0.0 0.1 0.0865
H 4.5863 0.1468 3.6561 0.0 0.1 0.0 0.0700
H 3.8496 -2.8231 3.6528 0.0 0.0 -0.2 0.1304
H 5.1899 -2.1511 2.7301 -0.1 -0.1 0.0 0.1141
H 1.7818 -2.7268 3.0179 0.0 0.0 0.1 0.1499
H 2.1988 0.6051 -1.7343 -0.1 0.1 -0.1 0.1491
H 5.6691 -0.6053 1.5160 0.1 0.0 0.1 0.0978
H 6.3147 2.5164 -1.5261 0.2 -0.1 -0.1 0.1379
H 6.9421 1.1953 -2.5288 0.1 0.2 0.1 0.1436
H 8.5583 3.1689 -1.6227 0.1 0.0 0.2 0.1434
H 9.1753 1.5259 -1.8005 0.0 0.0 0.2 0.1404
H 7.8580 2.4523 0.6374 0.2 -0.1 0.0 0.1917
H 9.5091 2.5730 0.4622 -0.1 -0.1 0.0 0.1929
H 8.6217 0.5651 1.6830 0.0 0.2 -0.1 0.1397
H 9.7774 0.2407 0.3799 0.0 0.2 0.0 0.1405
H 7.3593 -1.0116 0.4134 0.1 0.1 0.0 0.1267
H 8.1270 -0.5746 -1.1037 0.0 0.0 0.1 0.1400
S -2.1711 2.0239 -1.0167 0.1 1.3 -0.1 0.5177
C -2.7895 1.5848 -2.6094 -0.1 0.0 -0.2 -0.6884
C -2.8807 2.6408 -3.5194 0.0 -0.1 0.0 -0.1533
C -3.3603 2.4533 -4.7966 -0.1 0.0 -0.1 -0.1044
C -3.8261 1.2021 -5.1786 0.0 0.1 -0.1 -0.1034
C -3.7500 0.1489 -4.2925 0.1 0.0 0.1 -0.1469
C -3.1928 0.3028 -3.0234 0.0 0.3 -0.2 -0.6634
S -3.0254 -1.1851 -2.0827 -0.2 -0.4 -0.9 0.5756
H -2.5520 3.6159 -3.1897 0.0 0.1 0.0 0.0861
H -3.3873 3.2848 -5.4846 -0.1 0.1 -0.1 0.0966
H -4.2442 1.0469 -6.1607 0.0 0.0 -0.1 0.0964
H -4.1106 -0.8337 -4.5589 0.0 -0.1 -0.2 0.0902
O -3.8585 -0.2776 1.0104 -0.1 0.2 0.8 -0.6329
S -4.8699 -1.0878 0.2287 -2.4 -0.2 0.4 0.9623
C -6.0761 -1.6014 1.4669 0.4 -0.2 -0.1 -0.3623
C -6.2463 -0.9337 2.6642 0.1 0.0 -0.1 -0.0574
C -7.1456 -1.4435 3.5850 0.1 0.1 0.0 -0.0654
C -7.8518 -2.6019 3.3022 0.0 0.0 0.0 -0.0725
C -7.6784 -3.2539 2.0917 -0.1 0.0 0.0 -0.0697
C -6.7772 -2.7582 1.1684 0.1 0.1 0.0 -0.0876
C -5.9229 0.1822 -0.5065 0.3 0.0 -0.2 -0.3575
C -5.6615 1.5088 -0.2207 0.2 -0.1 0.3 -0.0807
C -6.4438 2.4913 -0.8048 -0.1 0.0 0.0 -0.0553
C -7.4765 2.1408 -1.6594 0.0 0.0 0.0 -0.0678
C -7.7323 0.8040 -1.9295 0.0 -0.1 0.0 -0.0665
C -6.9504 -0.1855 -1.3577 0.1 -0.1 0.0 -0.0692
H -5.6641 -0.0449 2.8610 0.0 0.1 0.1 0.1145
H -7.2877 -0.9322 4.5236 0.0 0.0 0.1 0.1072
H -8.5318 -3.0034 4.0364 -0.1 0.0 0.1 0.1058
H -8.2332 -4.1511 1.8713 -0.1 -0.1 0.0 0.1075
H -6.5986 -3.2620 0.2286 0.0 -0.1 0.0 0.1107
H -4.8544 1.7658 0.4551 0.0 0.0 -0.2 0.0878
H -6.2423 3.5271 -0.5769 0.0 0.1 0.0 0.1108
H -8.0779 2.9096 -2.1226 0.0 0.0 0.0 0.1062
H -8.5373 0.5240 -2.5919 -0.1 0.0 -0.1 0.1072
H -7.1224 -1.2301 -1.5736 -0.1 -0.1 -0.1 0.1132

No. 3
79
Properties=species:S:1:pos:R:3:forces:R:3:lowdin_charge:R:1 method="wB97M-V/def2-TZVPD" homo_energy_ev=-14.0292 total_charge=+2 de_lowest_kcal_mol=0.0 lumo_energy_ev=-7.745
Ru -1.2676 -0.1146 -0.0082 0.4 0.8 -0.5 1.0308
C -2.2547 2.5857 7.1534 0.0 -0.1 -0.1 -0.0237
C -1.9513 1.6783 5.9933 0.0 0.1 0.2 -0.2290
C -2.2682 2.0650 4.6888 0.0 0.1 -0.1 -0.0065
C -2.0313 1.2291 3.6179 0.0 -0.2 0.2 -0.0369
C -1.4469 -0.0185 3.8695 -0.1 0.3 0.0 -0.3065
C -1.1108 -0.4295 5.1566 0.0 0.1 0.0 -0.0188
C -1.3747 0.4291 6.2097 0.1 -0.1 0.0 -0.0010
S -1.1556 -1.0887 2.5529 0.5 -0.2 1.2 0.6778
O -2.3065 -1.0857 1.6445 -1.0 -0.3 -0.1 -0.3692
O -0.5485 -2.2883 3.0121 -0.4 0.0 -0.2 -0.2051
N -0.1737 -0.3516 1.4653 1.2 0.0 -0.5 -0.3019
C 0.9037 0.5830 1.7793 -0.6 0.0 0.0 -0.0800
C 0.3947 1.9391 1.2477 -0.4 -0.4 -0.1 -0.5864
O 1.0276 2.9532 1.3316 0.1 0.2 -0.1 0.1211
O -0.8027 1.8380 0.6804 0.3 -0.2 0.3 -0.2812
H -2.3134 3.6274 6.8431 0.0 0.0 0.0 0.0849
H -1.5032 2.4921 7.9356 0.0 0.0 0.0 0.0907
H -3.2174 2.3156 7.5927 0.0 0.0 0.0 0.1009
H -2.7180 3.0361 4.5212 0.0 0.0 0.0 0.1205
H -2.2904 1.5195 2.6096 0.0 0.1 0.0 0.1009
H -0.6624 -1.4006 5.3178 0.0 0.0 0.0 0.1248
H -1.1292 0.1233 7.2191 0.0 0.0 0.0 0.1315
H 1.8087 0.2655 1.2661 0.1 0.1 -0.1 0.1384
H 1.1053 0.6460 2.8484 -0.1 0.0 0.0 0.1422
S -2.9823 1.1538 -0.9597 0.0 0.0 0.1 0.8073
C -2.0246 2.4593 -1.5322 0.1 -0.5 0.1 -0.5727
N -2.5266 3.5949 -1.8867 0.0 0.5 -0.2 -0.0476
C -1.6460 4.6906 -2.3526 -0.1 -0.1 0.0 -0.0479
C -0.3231 4.6114 -1.6538 0.1 -0.2 0.0 -0.0448
N 0.2465 3.2547 -1.8345 0.3 0.6 0.0 -0.0161
C 1.7426 3.1653 -1.9905 -0.1 0.0 -0.1 -0.0645
C 2.2433 4.1472 -3.0129 -0.1 -0.1 0.1 -0.2504
C 2.0479 3.8921 -4.3671 0.0 0.0 0.0 -0.0368
C 2.4919 4.7991 -5.3152 0.0 0.0 0.0 -0.0563
C 3.1407 5.9609 -4.9120 0.0 0.0 0.0 -0.0545
C 3.3470 6.2130 -3.5640 0.0 0.0 0.0 -0.0521
C 2.8962 5.3075 -2.6126 0.0 0.0 0.0 -0.0428
C -0.5319 2.2434 -1.7015 0.0 -0.5 -0.1 -0.5679
S 0.0276 0.5919 -1.7736 -0.2 0.3 -0.1 0.7729
C -3.9683 3.9358 -1.8006 0.0 0.0 0.2 -0.0758
C -4.1686 4.9926 -0.7420 0.0 0.0 -0.1 -0.2348
C -3.7116 4.7755 0.5562 0.0 0.0 0.0 -0.0354
C -3.8881 5.7525 1.5216 0.0 0.0 0.0 -0.0587
C -4.5264 6.9451 1.1981 0.0 0.0 0.1 -0.0572
C -4.9828 7.1600 -0.0909 0.0 0.0 -0.1 -0.0513
C -4.7969 6.1863 -1.0656 -0.1 0.1 0.0 -0.0324
H -2.1380 5.6280 -2.1023 0.0 0.0 0.0 0.1444
H -1.5386 4.6235 -3.4373 0.0 0.0 0.0 0.1564
H -0.4041 4.7860 -0.5786 0.0 0.0 0.0 0.1559
H 0.3681 5.3281 -2.0867 0.0 0.0 0.0 0.1343
H 1.9788 2.1492 -2.2886 -0.1 -0.1 0.0 0.0914
H 2.1683 3.3542 -1.0052 -0.1 0.0 0.1 0.1357
H 1.5630 2.9738 -4.6842 0.0 0.0 0.0 0.1187
H 2.3481 4.5959 -6.3680 0.0 0.0 0.0 0.1143
H 3.4958 6.6645 -5.6530 0.0 0.0 0.0 0.1161
H 3.8650 7.1097 -3.2509 0.0 0.0 0.0 0.1163
H 3.0663 5.4981 -1.5581 0.0 0.0 0.0 0.1243
H -4.5304 3.0309 -1.5832 0.1 0.0 0.0 0.0929
H -4.2798 4.2956 -2.7806 0.1 0.0 -0.1 0.1456
H -3.2195 3.8418 0.8137 0.0 0.0 0.0 0.1019
H -3.5330 5.5862 2.5302 0.0 0.0 0.0 0.1070
H -4.6677 7.7062 1.9538 0.0 0.0 0.0 0.1157
H -5.4816 8.0861 -0.3437 0.0 0.0 0.0 0.1172
H -5.1550 6.3566 -2.0748 0.0 0.0 0.0 0.1214
S -1.3971 -4.0004 -2.2792 0.0 -0.2 -0.1 1.1930
C -0.8624 -2.5522 -1.6250 0.0 0.1 0.1 -0.4573
N -1.7546 -1.8450 -0.9667 -0.3 -0.2 0.0 -0.1587
C -3.0142 -2.4864 -0.9762 0.3 0.2 0.0 -0.2873
C -4.2028 -2.0327 -0.4065 0.0 0.0 0.0 -0.0449
C -5.3286 -2.8097 -0.5501 0.0 -0.1 -0.1 -0.0344
C -5.2914 -4.0302 -1.2465 -0.1 0.1 0.1 -0.0420
C -4.1248 -4.4878 -1.8109 0.1 0.0 0.0 -0.0542
C -2.9864 -3.6933 -1.6679 -0.1 -0.1 0.0 -0.4361
H 0.1646 -2.2371 -1.7415 0.0 0.0 0.0 0.0736
H -4.2321 -1.1160 0.1616 0.0 0.0 0.0 0.0739
H -6.2600 -2.4820 -0.1092 0.0 0.0 0.0 0.1202
H -6.1937 -4.6194 -1.3362 0.0 0.0 0.0 0.1218
H -4.0902 -5.4271 -2.3461 0.0 0.0 0.0 0.1243